A cluster of 15 separate species, C30H90O30 in total, computed with wB97M-V/def2-TZVPD.

Each line ends with the Löwdin charge.
Element x y z (Å)
O 0.70 -2.03 -9.67  -0.071
O 6.10 -4.10 4.66  -0.063
O 2.64 3.78 4.10  -0.061
O -1.08 1.12 -0.81  -0.060
O -6.30 -3.41 -5.57  -0.066
O -7.62 4.52 2.71  -0.033
O -2.80 -7.08 3.61  -0.053
O 1.06 -0.14 0.29  -0.064
O 2.95 8.51 -4.06  -0.051
O -1.80 6.76 2.32  -0.066
O 4.60 -6.71 -2.46  -0.084
O -7.22 -1.24 -3.97  -0.058
O 2.45 6.45 -1.93  -0.069
O 1.90 4.74 -7.71  -0.105
O -7.53 2.41 0.81  -0.028
O 6.74 -6.03 -0.40  -0.084
O 3.42 6.58 3.85  -0.064
O 6.27 0.79 -2.63  -0.055
O -5.04 -8.02 5.31  -0.071
O 1.96 -0.85 10.87  -0.074
O 3.12 -3.50 -9.27  -0.075
O -0.58 -6.06 -3.51  -0.055
O -5.70 2.32 7.06  -0.047
O -3.82 2.65 4.98  -0.065
O 4.84 -1.51 -2.74  -0.058
O 2.22 0.26 8.33  -0.061
O -3.60 9.94 2.82  -0.080
O 3.35 -5.38 4.19  -0.068
O -0.48 4.28 -5.77  -0.066
O -1.08 -8.92 -3.76  -0.069
C -0.09 -0.88 0.02  -0.262
C 3.11 -0.03 10.56  -0.219
C -0.79 -0.21 -1.17  -0.252
C 4.73 -7.30 -1.18  -0.233
C 0.03 3.54 -6.87  -0.235
C 3.81 8.20 -3.01  -0.280
C -7.93 4.66 1.38  -0.313
C -6.76 -1.02 -5.27  -0.275
C -2.93 8.69 3.12  -0.223
C 3.77 -4.32 5.09  -0.248
C -2.02 -7.87 -3.76  -0.254
C -4.36 2.23 7.39  -0.251
C 2.76 0.95 9.42  -0.259
C 0.50 4.49 -8.04  -0.190
C -2.60 7.84 1.91  -0.268
C -3.63 3.10 6.31  -0.249
C 5.12 -0.89 -3.96  -0.243
C 3.05 7.73 -1.81  -0.250
C -5.75 -2.09 -5.64  -0.231
C 5.39 0.59 -3.69  -0.284
C 1.90 -4.18 -9.19  -0.241
C -1.51 -6.81 -2.78  -0.266
C 4.37 5.55 4.16  -0.251
C -7.31 3.70 0.38  -0.272
C -3.88 -8.77 4.91  -0.230
C 6.26 -7.35 -0.83  -0.185
C 0.71 -3.20 -8.89  -0.224
C 3.92 4.23 3.60  -0.241
C 4.83 -3.42 4.59  -0.251
C -3.33 -8.36 3.53  -0.269
H 5.93 -4.68 3.91  0.073
H -5.45 -1.87 -6.67  0.122
H 6.81 -7.61 -1.73  0.111
H 0.21 -6.56 -3.71  0.092
H -7.60 -0.96 -5.96  0.121
H 2.18 1.75 9.88  0.111
H 4.29 -0.92 -2.23  0.086
H -3.49 8.15 3.88  0.117
H 2.04 -4.98 -8.47  0.112
H 6.44 -5.38 -1.03  0.063
H -0.09 5.40 -8.11  0.113
H 4.30 5.48 5.24  0.113
H -3.19 -8.42 5.68  0.114
H -2.22 -7.43 -4.73  0.125
H 5.94 -1.36 -4.50  0.123
H -0.19 -1.88 -10.00  0.079
H -0.77 -0.94 0.87  0.117
H -3.45 -6.40 3.77  0.086
H -3.25 3.23 4.46  0.081
H 3.39 0.50 11.47  0.117
H -9.01 4.55 1.32  0.109
H 6.39 -8.09 -0.05  0.110
H -1.39 4.53 -5.94  0.083
H -3.91 -9.85 4.99  0.117
H -2.94 -8.30 -3.36  0.110
H -7.51 1.85 0.03  0.091
H -6.17 2.64 7.83  0.089
H 4.08 4.26 2.52  0.120
H 0.67 -2.81 -7.87  0.113
H -8.02 5.21 3.24  0.093
H -2.61 -9.12 3.24  0.119
H 4.89 -2.59 5.29  0.116
H -7.76 3.97 -0.58  0.123
H -4.00 1.21 7.24  0.111
H -1.13 1.59 -1.65  0.086
H 1.99 6.30 -2.76  0.079
H -1.25 6.59 1.56  0.086
H 3.95 -0.68 10.30  0.111
H 4.10 -6.71 -0.51  0.114
H -7.93 5.70 1.09  0.113
H -4.52 9.82 2.60  0.075
H 0.50 4.14 -9.07  0.106
H 4.69 -5.76 -2.39  0.076
H 5.42 5.78 3.95  0.121
H -0.22 -3.75 -9.08  0.112
H 3.83 7.56 -1.06  0.120
H 2.44 3.96 -7.86  0.075
H 6.19 1.68 -2.28  0.093
H -2.33 -6.21 -2.40  0.116
H 3.21 7.92 -4.77  0.087
H -4.80 -7.09 5.27  0.069
H 5.76 1.18 -4.52  0.113
H 4.41 9.08 -2.75  0.116
H -2.55 3.16 6.46  0.105
H 2.29 8.45 -1.52  0.122
H -4.96 -2.02 -4.90  0.121
H 4.60 3.51 4.04  0.117
H -6.25 3.96 0.44  0.116
H -6.25 -0.05 -5.25  0.121
H -1.76 -0.64 -1.41  0.112
H 2.59 -5.03 3.71  0.075
H -4.14 -8.40 2.80  0.117
H 4.23 -8.27 -1.20  0.112
H -2.02 9.05 3.60  0.123
H 3.81 -4.12 -9.54  0.085
H 2.05 4.51 3.88  0.070
H -0.78 2.98 -7.33  0.102
H 4.22 -0.93 -4.58  0.113
H -6.49 -3.64 -4.66  0.074
H 4.10 -4.92 5.93  0.126
H -0.08 -0.36 -1.99  0.115
H 1.68 -1.28 10.06  0.071
H -7.60 -2.12 -4.03  0.071
H 3.08 6.64 4.74  0.077
H 2.98 -3.62 5.39  0.116
H 4.49 1.15 -3.45  0.113
H 2.08 0.79 7.54  0.092
H 1.84 -4.67 -10.16  0.111
H -1.10 -7.32 -1.91  0.115
H 3.64 1.48 9.05  0.111
H 4.64 -2.94 3.62  0.124
H -1.96 8.44 1.26  0.119
H 0.84 0.52 0.95  0.089
H 4.57 7.49 -3.35  0.123
H -3.42 7.50 1.28  0.118
H -3.98 4.14 6.31  0.109
H 0.80 2.81 -6.59  0.117
H -1.24 -9.43 -2.96  0.086
H -4.12 2.44 8.43  0.117
H 0.31 -1.88 -0.15  0.118

Summary:
**Net charge**: 0
**2S+1**: 1



A cluster of 13 separate species, C66H160N10O13 in total, computed with wB97M-V/def2-TZVPD.

Each line ends with the Löwdin charge.
Element x y z (Å)
O 0.87 -4.63 -6.74  0.005
O -0.58 0.06 -8.50  -0.198
O -4.56 3.50 -4.94  -0.060
O -5.68 2.20 -0.48  -0.083
O 1.63 -1.20 0.98  -0.046
O -2.01 3.74 4.21  -0.209
O 6.57 -0.81 1.79  -0.207
O -6.79 -1.14 -1.38  -0.012
O 2.14 -3.75 2.64  -0.057
O 7.06 1.46 4.85  -0.205
O -6.47 -1.59 5.59  -0.005
O 4.06 3.41 -4.99  -0.211
O 2.52 3.33 -1.48  -0.265
N 0.69 5.57 5.98  0.028
N 4.20 -0.48 0.07  0.045
N 1.67 -3.73 -6.12  -0.144
N 3.75 2.05 6.28  0.029
N 0.21 2.58 -5.99  0.050
N 5.02 3.28 0.12  0.062
N 4.58 1.87 -2.43  0.026
N 0.86 0.01 0.85  -0.063
N -5.26 -1.40 6.28  -0.109
N -6.72 -2.35 -2.06  -0.144
C 3.68 3.52 0.62  -0.433
C 7.28 -1.27 2.93  -0.087
C 5.16 -1.51 -0.19  -0.351
C 0.08 4.42 5.31  -0.431
C 6.47 1.64 -3.97  -0.065
C -5.80 -3.72 -0.19  -0.049
C -0.69 1.43 -0.56  -0.098
C 7.99 2.30 5.54  -0.081
C 0.48 0.23 -9.48  -0.084
C 1.75 -3.87 -4.61  -0.464
C 2.57 -2.64 -4.05  -0.149
C 3.77 4.23 1.95  -0.058
C -2.74 2.19 -3.99  -0.088
C 1.71 0.77 3.06  -0.015
C 2.70 4.21 -0.35  -0.137
C -7.98 -2.93 -2.54  -0.491
C -0.88 1.09 -7.59  -0.177
C -6.15 0.62 7.59  -0.042
C 4.87 -0.02 6.38  -0.051
C 0.89 -0.12 -1.53  -0.036
C 3.89 -4.62 -6.98  -0.022
C 3.74 -2.19 -6.16  -0.121
C -4.51 0.50 4.92  -0.034
C -3.38 3.98 3.89  -0.106
C 5.06 1.48 6.21  -0.427
C 0.48 0.26 -5.61  -0.053
C 2.60 -2.85 -8.20  -0.054
C 2.09 -3.51 3.97  -0.377
C -1.42 4.75 5.14  -0.147
C -3.03 -0.17 7.68  -0.195
C -4.17 -0.86 5.51  -0.477
C 1.50 3.75 -2.45  -0.048
C 0.32 1.32 -6.66  -0.468
C -7.80 -4.13 -3.55  -0.110
C 2.55 -4.68 4.89  -0.068
C -8.80 -3.22 -1.31  -0.033
C -1.15 -1.08 -0.30  -0.001
C -4.20 2.44 -4.07  -0.347
C -0.10 2.03 1.86  -0.094
C 3.55 4.53 -5.75  -0.110
C 3.92 -2.44 -4.65  -0.191
C -0.52 -0.18 3.02  -0.038
C 0.41 3.12 6.09  -0.039
C 2.43 -5.21 -4.12  -0.012
C 5.90 -1.89 1.15  -0.176
C -4.59 1.25 -0.20  -0.300
C -2.85 -0.70 6.31  -0.160
C -4.38 -2.25 -1.57  -0.040
C -5.49 -4.37 -2.65  -0.118
C -6.75 -5.13 -3.01  -0.193
C -4.83 0.66 1.13  -0.093
C -5.55 -0.80 7.64  -0.463
C 6.17 -0.89 -1.27  -0.060
C 0.43 0.54 2.16  -0.463
C -4.22 -0.77 8.39  -0.150
C 5.75 1.92 4.88  -0.208
C 0.40 -3.70 -4.07  -0.062
C 5.65 2.60 -3.16  -0.374
C -3.73 -1.87 4.42  -0.027
C 4.94 3.84 -3.89  -0.127
C -1.21 2.06 0.78  -0.157
C -5.64 -3.20 -1.60  -0.476
C -0.05 0.02 -0.33  -0.442
C -8.68 -1.88 -3.43  -0.047
C -6.58 -1.67 8.45  -0.029
C 2.95 -3.39 -6.83  -0.455
H 4.59 -3.30 -4.60  0.104
H -4.74 -5.08 -2.29  0.116
H -3.75 4.98 4.10  0.084
H -3.52 -2.90 -1.41  0.077
H 4.32 4.36 -3.16  0.106
H -7.08 0.70 7.03  0.082
H -4.75 1.57 -4.43  0.113
H 2.07 -5.95 -4.84  0.080
H 8.98 1.95 5.24  0.089
H -1.05 1.98 -8.19  0.121
H 2.46 -4.38 5.93  0.072
H -8.73 -4.69 -3.59  0.116
H 0.59 6.40 5.41  0.066
H -4.87 -4.13 0.20  0.081
H -4.47 -1.60 -0.70  0.055
H -7.58 -1.56 8.03  0.075
H 4.03 1.47 -3.18  0.074
H -0.20 -1.21 3.18  0.088
H 3.50 -5.12 4.59  0.065
H 6.52 -1.62 3.62  0.087
H 7.11 1.02 -3.34  0.071
H 8.01 -2.00 2.56  0.088
H 0.51 0.26 -2.48  0.063
H -4.12 0.73 3.93  0.059
H 2.06 -5.60 -3.17  0.081
H -9.64 -2.34 -3.65  0.080
H 4.13 3.52 2.69  0.055
H -0.11 2.20 5.83  0.069
H -4.54 0.55 -1.02  0.085
H -5.04 -3.91 -3.53  0.119
H 1.43 2.92 -3.15  0.077
H 2.44 1.49 2.69  0.061
H -5.52 3.49 -4.96  0.084
H 1.42 0.08 -8.95  0.067
H 0.18 3.32 -6.68  0.078
H 4.25 -4.99 -6.02  0.056
H -8.86 -0.96 -2.87  0.076
H -0.08 2.20 -1.03  0.085
H -6.50 -5.91 -3.72  0.108
H 5.76 -0.56 6.07  0.063
H 3.52 -5.21 -4.12  0.062
H -1.83 -0.95 0.54  0.062
H -1.63 1.30 -1.10  0.086
H 3.34 2.50 0.83  0.113
H -5.47 3.12 -0.35  0.076
H -2.14 -0.33 8.29  0.122
H 1.81 4.67 -2.96  0.082
H -3.48 -2.84 4.86  0.088
H 0.29 3.43 7.13  0.076
H 4.11 -0.41 5.70  0.074
H -1.48 -0.33 2.52  0.060
H 1.28 1.35 -7.16  0.122
H -6.09 -2.98 0.56  0.088
H 3.80 3.06 6.30  0.074
H 5.12 -2.27 1.81  0.117
H 1.92 -1.77 -3.95  0.088
H 4.41 5.11 1.91  0.084
H 1.63 -2.34 -8.21  0.072
H 6.98 -1.48 -1.69  0.072
H -5.79 0.16 1.19  0.089
H 2.74 5.05 -5.24  0.075
H 3.82 -0.07 -0.77  0.059
H 1.50 1.22 4.03  0.059
H -2.38 2.05 -5.01  0.048
H -3.67 3.71 2.87  0.076
H -4.09 -0.03 1.54  0.062
H 3.30 -1.19 -6.26  0.104
H 6.70 -0.03 -0.85  0.065
H 2.81 4.58 2.34  0.070
H 2.55 -2.55 4.17  0.096
H 7.79 2.31 6.62  0.083
H 1.22 -1.10 -1.88  0.069
H 2.75 -2.75 -2.98  0.109
H 0.50 3.86 -2.03  0.077
H 0.51 -0.54 -10.25  0.083
H -0.14 -2.83 -4.44  0.085
H -8.23 -1.55 -4.36  0.081
H -3.97 -1.78 8.72  0.122
H -7.20 -5.72 -2.20  0.103
H 7.81 -0.44 3.39  0.076
H 0.33 -4.03 -7.26  0.109
H 1.92 -5.55 4.67  0.067
H 4.87 -0.36 7.42  0.080
H 5.60 2.97 4.62  0.113
H 4.32 5.18 -6.15  0.083
H -4.41 -1.94 3.57  0.075
H 3.06 5.19 -0.67  0.131
H 1.05 -3.36 4.26  0.097
H 5.60 2.69 0.71  0.075
H -6.50 -2.54 5.50  0.107
H -1.49 3.09 0.58  0.105
H 1.52 0.22 -5.31  0.070
H 3.14 4.14 -6.68  0.076
H -6.33 -0.49 -1.92  0.093
H 2.49 -3.67 -8.91  0.079
H 1.71 4.27 0.12  0.114
H -1.92 4.68 6.10  0.126
H -2.80 -1.56 3.93  0.055
H -4.06 -1.67 -2.44  0.085
H -2.21 3.08 -3.65  0.077
H -6.39 0.96 8.59  0.083
H -5.58 1.40 7.07  0.063
H 1.73 0.57 -1.45  0.071
H 0.21 5.75 6.85  0.068
H -2.15 1.65 1.15  0.076
H 7.99 3.33 5.19  0.083
H -4.39 -0.23 9.31  0.118
H 0.99 2.76 -5.37  0.050
H -1.73 -1.04 -1.22  0.072
H -3.20 0.89 7.52  0.106
H 4.45 -1.63 -4.15  0.100
H 6.64 -2.66 0.93  0.119
H -2.29 1.39 -3.40  0.062
H 5.86 0.95 -4.56  0.074
H 0.40 1.15 -10.06  0.087
H 5.02 2.66 -0.68  0.013
H -1.43 5.76 4.74  0.115
H -1.76 0.81 -7.01  0.128
H -5.58 0.65 4.77  0.094
H 3.31 -2.20 -8.70  0.087
H 7.12 2.13 -4.69  0.082
H 3.35 1.87 5.36  0.044
H -8.44 -4.16 -0.89  0.068
H 5.71 4.45 -4.33  0.115
H 0.58 4.35 4.34  0.123
H 0.43 -3.68 -2.98  0.091
H -8.82 -2.50 -0.50  0.094
H -0.33 2.46 2.84  0.090
H -6.32 -2.73 8.54  0.081
H -0.15 0.55 -4.77  0.064
H -3.89 3.30 4.57  0.064
H -0.19 -4.58 -4.35  0.087
H 1.48 2.94 6.05  0.037
H -0.66 0.27 4.00  0.080
H 4.78 -4.27 -7.50  0.083
H 5.30 1.44 4.01  0.120
H 2.09 -0.24 3.19  0.068
H 4.83 0.21 0.44  0.069
H -4.51 2.64 -3.05  0.094
H 4.75 -2.15 -6.58  0.113
H 3.86 2.49 -2.11  0.008
H -6.35 -4.65 -0.03  0.077
H 0.73 2.65 1.55  0.092
H -6.58 -1.27 9.46  0.077
H 2.48 -0.95 0.61  0.026
H 4.61 -2.32 -0.67  0.132
H -7.49 -3.86 -4.56  0.116
H 1.93 -2.92 2.19  0.045
H 0.16 -0.71 -6.00  0.080
H -3.64 1.79 -0.24  0.084
H 5.59 1.84 7.10  0.132
H 3.38 -5.42 -7.52  0.085
H -4.00 1.32 5.43  0.061
H -4.85 1.50 1.84  0.066
H -2.17 0.00 5.82  0.105
H -9.82 -3.53 -1.56  0.083
H 5.64 -0.29 -2.01  0.021
H 6.33 3.02 -2.42  0.126
H -0.66 -2.04 -0.14  0.087
H -2.23 -1.60 6.37  0.120

Summary:
**Net charge**: 0
**2S+1**: 1



An isolated molecule of C5H6OS2, computed with wB97M-V/def2-TZVPD.

Each line ends with the natural charge from an NBO analysis.
Element x y z (Å)
S -1.55 -1.66 -0.04  0.344
S 1.03 1.41 0.04  0.156
O -1.67 2.10 -0.27  -0.509
C 1.31 -0.44 0.32  -0.311
C 0.02 -0.90 -0.32  -0.338
C -0.84 1.23 0.00  0.463
C -1.06 -0.13 0.45  -0.528
C 2.63 -1.03 -0.19  -0.642
H 0.07 -0.62 -1.33  0.214
H -0.81 -0.14 1.50  0.238
H 3.71 -0.53 0.04  0.245
H 1.21 -0.59 1.42  0.218
H 2.71 -2.06 0.34  0.230
H 2.52 -1.20 -1.36  0.222

Summary:
**Net charge**: 0
**2S+1**: 1



A structure of composition C30H44GdN2O6P2, computed with wB97M-V/def2-TZVPD.

Each line ends with the Mulliken spin population.
Element x y z (Å)
Gd 0.24 -0.54 0.95  5.305
P -1.05 -0.39 -1.30  -0.055
P 1.81 0.21 -0.98  -0.070
O -1.08 0.49 9.02  0.126
O -2.00 5.15 8.38  0.093
O -0.28 1.43 2.17  -0.030
O -0.69 3.57 2.45  -0.008
O -0.54 -0.79 7.28  0.055
O -1.89 6.08 6.36  0.066
N -1.80 5.11 7.14  -0.009
N -0.86 0.31 7.80  0.014
C 2.71 -0.97 -1.88  0.005
C -0.54 -1.46 2.79  -0.086
C -0.99 1.50 6.91  0.340
C 1.53 -0.51 -6.35  0.001
C 0.68 -2.84 1.28  -0.096
C -0.57 1.73 -6.82  0.000
C -1.18 3.66 5.15  0.477
C -0.56 2.42 2.90  -0.010
C -0.66 -2.51 1.76  0.028
C 0.61 -1.02 -7.41  0.000
C 1.02 -3.93 0.32  0.008
C -1.20 -1.78 -2.32  0.004
C -0.74 1.37 5.51  0.287
C 2.78 1.57 -0.56  0.000
C 0.31 0.71 -1.96  -0.009
C -0.83 2.43 4.58  -0.044
C -1.43 3.80 6.56  0.372
C 1.65 -2.03 2.02  0.013
C -0.75 -1.51 -6.85  0.000
C -1.93 -3.15 1.33  0.000
C -1.33 2.72 7.44  -0.004
C 1.48 -0.14 3.84  0.018
C -1.51 0.82 -6.08  -0.001
C 0.91 -1.16 2.95  -0.007
C -1.57 -0.51 -6.09  0.000
C 3.13 -2.10 1.89  0.000
C -1.63 -0.79 3.50  0.054
C 0.78 1.93 -6.09  0.000
C -2.55 0.46 -1.16  -0.001
C 1.59 0.71 -5.80  -0.001
H 1.59 -0.57 4.84  -0.002
H 3.66 -1.14 -1.37  -0.001
H -1.51 2.81 8.50  0.004
H 0.57 2.42 -5.12  0.000
H -1.28 4.56 4.55  0.013
H -2.77 -2.44 1.35  0.001
H 1.23 -4.85 0.89  -0.003
H 1.90 -3.69 -0.28  -0.001
H 2.37 0.87 -5.04  0.000
H 0.06 1.75 -1.71  -0.001
H -2.15 -3.96 2.02  -0.001
H -2.75 0.90 -2.14  -0.002
H 0.43 -0.28 -8.20  0.000
H -0.38 1.38 -7.85  0.000
H 0.81 0.72 3.92  -0.004
H -1.84 -3.57 0.32  0.001
H 1.08 -1.89 -7.91  0.000
H -0.48 0.34 5.30  0.208
H 2.21 -1.94 -2.00  0.002
H -2.52 1.24 -0.37  0.001
H -2.36 -0.97 -5.47  0.001
H 2.26 2.27 0.11  0.001
H 2.89 -0.52 -2.86  -0.004
H 3.60 -1.12 2.04  -0.001
H -1.49 0.30 3.52  -0.024
H -2.23 1.35 -5.43  0.000
H -1.35 -1.93 -7.68  0.000
H 3.05 2.06 -1.50  -0.002
H -1.34 -1.39 -3.33  -0.004
H 2.44 0.23 3.50  -0.005
H -0.34 -2.46 -2.29  0.002
H -2.10 -2.34 -2.01  -0.001
H 3.69 1.21 -0.05  0.000
H 0.45 0.60 -3.05  0.000
H 2.25 -1.26 -5.97  0.000
H -1.65 -1.14 4.52  -0.006
H -2.60 -0.97 3.04  -0.009
H -0.56 -2.36 -6.17  0.000
H 0.18 -4.14 -0.35  0.000
H -1.04 2.72 -6.91  0.000
H 3.43 -2.49 0.92  0.001
H -3.33 -0.26 -0.90  0.000
H 3.51 -2.77 2.67  0.000
H 1.38 2.66 -6.65  0.000

Summary:
**Net charge**: +1
**2S+1**: 8
**Expectation value of S²**: 15.9495



| no. | DFT total energy (hartree) |
| --- | --- |
| 1 | -3453.71054 |
| 2 | -4135.84937 |
| 3 | -1065.62053 |
| 4 | -3178.05680 |